{"formula": "C51H37BrClN7O7Sr", "method": "ωB97M-V with the def2-TZVPD basis set", "homo_energy_ev": -2.18, "e_tot_ev": -161655.5940, "charge": -2, "relative_energy_kcal_mol": 0.0, "gap_ev": 5.62, "species": ["Sr", "Br", "Cl", "O", "O", "O", "O", "O", "O", "O", "N", "N", "N", "N", "N", "N", "N", "C", "C", "C", "C", "C", "C", "C", "C", "C", "C", "C", "C", "C", "C", "C", "C", "C", "C", "C", "C", "C", "C", "C", "C", "C", "C", "C", "C", "C", "C", "C", "C", "C", "C", "C", "C", "C", "C", "C", "C", "C", "C", "C", "C", "C", "C", "C", "C", "C", "C", "C", "H", "H", "H", "H", "H", "H", "H", "H", "H", "H", "H", "H", "H", "H", "H", "H", "H", "H", "H", "H", "H", "H", "H", "H", "H", "H", "H", "H", "H", "H", "H", "H", "H", "H", "H", "H", "H"], "coordinates": [[0.19869, 0.18959, -1.35052], [-7.91488, 2.75556, -8.10844], [3.48934, -6.24520, -6.52399], [0.91766, -0.78884, -3.61077], [1.24979, 2.19201, -1.87896], [0.21676, -6.13283, -4.36275], [-2.65251, -0.17415, 0.83478], [-2.07208, -0.16070, -2.21543], [0.41315, -7.68182, -2.79563], [1.48243, -1.94899, -1.79372], [-6.96114, 3.99821, -2.21915], [-0.70558, -2.41086, 0.69898], [1.92730, -1.19843, 2.43136], [-5.96899, 3.69109, -1.49221], [2.77867, 0.88367, 0.21276], [-0.60144, 0.95727, 3.00129], [-1.58233, 1.95124, -0.57167], [-0.98576, -1.71286, 4.99976], [-0.00353, -0.98085, 4.49728], [3.58585, -0.09909, 0.94150], [-8.35686, 3.10846, -3.99678], [3.25935, 2.06510, 0.24143], [-6.35276, 3.57749, -5.86100], [2.90222, -4.94678, -5.51217], [-2.15562, -1.79255, 4.06095], [1.54223, 4.51541, -2.09280], [-1.58360, -1.35520, 2.70932], [1.97726, -2.89116, -3.91610], [2.92295, -5.09932, -4.13612], [2.42496, -3.79115, -6.10810], [-3.70739, -0.31226, 2.99363], [-0.90712, -4.34470, -2.40269], [-1.36535, 2.93710, 0.26432], [2.82802, -1.36766, 1.29291], [-3.79803, 2.81373, -1.00950], [-5.19351, 1.59301, -2.58386], [-7.58917, 3.08926, -6.25934], [0.81682, -0.67961, 2.14594], [-2.75457, -0.51688, 2.02600], [-1.14236, -3.35790, -1.46699], [-0.31988, -0.47725, 3.10621], [2.15893, 5.67421, -1.69588], [-1.34639, 1.61466, 3.78648], [-8.59308, 2.85247, -5.34017], [-2.06351, 1.29362, 5.04632], [-2.33329, 3.91189, 0.54605], [-6.12143, 3.81506, -4.52038], [-3.33082, -0.79552, 4.36403], [-2.97294, 0.70263, -2.06378], [0.15971, -6.53629, -3.06833], [2.46084, -4.06011, -3.34174], [1.83112, 3.25205, -1.48962], [3.43420, 4.46649, -0.08502], [0.29881, -5.63540, -0.77425], [3.12515, 5.67063, -0.67798], [-4.22897, 0.62703, -2.72794], [-0.61386, -3.48776, -0.18112], [-0.17064, -5.48531, -2.07514], [-2.77867, 1.86523, -1.19155], [1.43094, -1.77835, -3.04203], [-3.53874, 3.85927, -0.09953], [-2.92229, 0.31208, 5.30575], [-1.34680, -2.49843, 1.78752], [2.81329, 3.26298, -0.44763], [-5.02408, 2.71749, -1.75981], [0.09477, -4.64101, 0.16244], [1.95922, -2.76430, -5.29930], [-7.11806, 3.57371, -3.56464], [4.42922, -0.38652, 0.30373], [-4.13666, -1.35150, 4.86014], [-9.13615, 2.94576, -3.26269], [-1.42872, 2.67600, 3.52723], [2.41593, -3.70399, -7.18633], [4.00032, 0.34069, 1.85999], [-2.11057, 4.69937, 1.25453], [-5.57782, 3.76180, -6.59257], [4.18507, 4.43370, 0.70021], [4.14529, 2.24765, 0.87394], [-4.56604, 0.32828, 2.83212], [-0.39246, 2.96370, 0.74523], [-0.99874, -2.12622, 6.00265], [-3.36113, 0.29839, 6.30274], [-5.15764, 4.17839, -4.19071], [-4.41040, -0.24513, -3.34347], [3.28181, -6.02164, -3.69972], [3.61409, 6.58643, -0.37154], [-6.13259, 1.44980, -3.09772], [1.56798, -1.84790, -5.72173], [-1.86753, -3.43290, 2.03845], [2.28741, -1.70668, 0.40390], [0.20346, -5.16589, -4.39386], [3.55517, -2.14068, 1.55376], [0.79630, 4.51873, -2.87864], [-2.59033, -2.79293, 3.99427], [-4.30706, 4.60082, 0.07201], [-1.31425, -4.21788, -3.40051], [-1.67523, -2.44915, -1.72638], [0.55715, -0.37335, 1.14306], [2.44835, -4.14258, -2.26331], [0.51834, -4.71622, 1.15676], [1.89443, 6.60938, -2.17915], [-1.89834, 2.04340, 5.81739], [0.92315, -0.71676, 4.98735], [-9.55311, 2.47801, -5.66897], [0.86071, -6.52806, -0.52795]]}